# 1
Here is an isolated molecule of C21H30FN3O3 from the OMol25 dataset. Energies are from wB97M-V/def2-TZVPD.

Structure (ORCA input):
```
! wB97M-V def2-TZVPD RIJCOSX def2/J DEFGRID3
* xyz 0 1
O -3.49315 -0.68626 2.16131
C -3.52532 -0.43760 0.97263
N -3.29458 -1.36067 0.01951
H -3.20228 -1.08505 -0.94485
C -3.00774 -2.75007 0.30707
C -1.59541 -3.13980 -0.13168
H -1.44071 -2.80760 -1.15977
H -1.49867 -4.22605 -0.11217
C -0.54788 -2.50548 0.78568
C 0.85041 -2.55022 0.23579
C 1.87648 -3.13117 0.97060
C 3.17837 -3.13948 0.50176
C 3.44397 -2.55637 -0.72200
C 2.44592 -1.97565 -1.48205
C 1.15119 -1.97780 -0.99734
H 0.37478 -1.52007 -1.59230
H 2.68399 -1.52762 -2.43355
F 4.71431 -2.55087 -1.18609
H 3.97836 -3.58709 1.06991
H 1.65897 -3.58149 1.92821
H -0.57741 -2.99930 1.75857
H -0.82983 -1.46263 0.94075
H -3.12855 -2.88245 1.38439
H -3.74460 -3.37194 -0.21335
C -3.85797 0.98188 0.48569
C -2.58803 1.84361 0.58116
N -1.57593 1.29227 -0.28843
C -1.92389 0.86566 -1.52248
O -1.19389 0.20043 -2.23490
C -3.30110 1.32991 -1.96507
C -4.41570 1.07514 -0.93617
H -4.96649 0.16604 -1.18262
H -5.13080 1.89856 -0.98406
H -3.52968 0.85767 -2.92117
H -3.21053 2.40439 -2.14512
C -0.24383 1.06643 0.22206
H -0.31436 0.64364 1.22786
H 0.24711 0.35564 -0.44487
C 0.60591 2.34382 0.23525
N 2.01239 2.01337 0.11915
C 2.83028 3.18636 -0.13904
C 4.27565 2.74685 -0.37126
O 4.78365 2.05373 0.74291
C 3.99220 0.92186 1.01110
C 2.53559 1.30469 1.27593
H 1.95924 0.39295 1.43528
H 2.48249 1.92943 2.18622
H 4.42833 0.44025 1.88762
H 4.02657 0.22931 0.15754
H 4.92358 3.61261 -0.51830
H 4.31380 2.10162 -1.26124
H 2.45533 3.68858 -1.03328
H 2.79923 3.89651 0.70726
H 0.34081 2.94105 -0.64179
H 0.39065 2.94501 1.13800
H -2.82579 2.87897 0.30579
H -2.20947 1.83693 1.60468
H -4.58594 1.36755 1.20526
*
```

The LUMO energy comes out at 0.02219 Eh. As for the SMILES: O=C(NCCCc1ccc(F)cc1)[C@@H]1CCC(=O)N(CCN2CCOCC2)C1. The relative energy (zero: lowest compared OMol25 entry of this formula, charge and spin) is 1.7 kJ/mol. The total energy is -1308.09988 Eh.



# 2
Here is a structure of composition C21H30LaN2Si in a non-equilibrium geometry from the OMol25 dataset. Energies are from wB97M-V/def2-TZVPD.

Structure (ORCA input):
```
! wB97M-V def2-TZVPD RIJCOSX def2/J DEFGRID3
* xyz 1 1
C 0.66367 2.31869 4.17660
C 1.07694 2.68730 2.84629
C -0.10476 2.87553 2.05196
H 2.10384 2.81424 2.50569
C -1.24793 2.61376 2.88006
C -0.77415 2.27361 4.19600
H -1.40430 2.07345 5.06078
H 1.32481 2.13097 5.02113
H -0.13335 3.18104 1.00595
H -2.29274 2.71373 2.58664
La -0.00743 0.31556 2.53706
C -0.50014 -0.06405 0.23023
H -1.44695 0.45508 0.06381
H -0.54252 -1.15256 0.15815
H 0.34987 0.40591 -0.27225
Si -0.60444 -1.42113 -3.44735
C 1.16619 -1.20584 -3.92183
C 1.81289 0.01001 -3.67195
H 1.26602 0.83678 -3.21119
C 3.16136 0.18453 -4.01353
H 3.65328 1.13353 -3.80801
C 3.86737 -0.86836 -4.61505
H 4.92173 -0.73394 -4.87527
C 3.22705 -2.08407 -4.87700
H 3.78343 -2.89953 -5.34858
C 1.88177 -2.25400 -4.53190
H 1.37217 -3.19494 -4.74036
C -1.60320 0.07430 -3.87255
C -1.40133 0.75367 -5.08209
H -0.64732 0.39949 -5.78795
C -2.15430 1.89394 -5.39359
H -1.98786 2.41283 -6.33680
C -3.11956 2.35840 -4.48949
H -3.71210 3.24553 -4.73399
C -3.33081 1.68676 -3.28066
H -4.08020 2.05265 -2.57450
C -2.58266 0.54250 -2.97914
H -2.73773 0.01832 -2.03566
H -0.69728 -1.70791 -2.01272
H -1.15677 -2.56846 -4.18988
N 1.81980 -0.78931 3.98681
C 1.25010 -2.19861 4.04556
C 0.24930 -2.33941 5.19811
C -0.86783 -1.29713 5.33761
N -1.58919 -1.09549 4.01125
H 2.08659 -0.40239 4.89442
H 2.65147 -0.69179 3.39223
H 0.77605 -2.41462 3.06861
H 2.07525 -2.92720 4.11987
H -0.22257 -3.32985 5.14337
H 0.81992 -2.36920 6.13566
H -1.60019 -1.58248 6.11268
H -0.49201 -0.31649 5.66143
H -2.46275 -0.56688 4.09422
H -1.85647 -1.98650 3.58109
*
```

The LUMO energy comes out at -0.11590 Eh. The relative energy (zero: lowest compared OMol25 entry of this formula, charge and spin) is 0.0 kJ/mol. The total energy is -1248.55224 Eh.



# 3
Here is a structure of composition C21H30MnN3O5 in a non-equilibrium geometry from the OMol25 dataset. Energies are from wB97M-V/def2-TZVPD.

Structure (ORCA input):
```
! wB97M-V def2-TZVPD RIJCOSX def2/J DEFGRID3
* xyz -1 6
Mn -0.86572 1.02367 -0.31797
C -0.22591 -1.51399 3.18925
C -0.59027 -0.05500 3.04112
C 0.40132 0.77332 3.79567
O -0.70393 0.36693 1.67223
H 0.73802 -1.66001 2.70178
H -0.94199 -2.18679 2.71738
H -0.16525 -1.75355 4.25086
H -1.58963 0.13698 3.43165
H 0.32987 0.74331 4.88291
H 0.23706 1.79153 3.44300
H 1.42714 0.60460 3.46808
C -2.11224 2.92583 -4.06427
C -3.34078 3.57265 -4.33465
C -4.37481 3.87988 -3.05668
O -5.21653 4.77466 -3.16249
C -4.05872 3.16220 -1.85577
C -2.89040 2.58975 -1.67239
C -1.84655 2.46104 -2.81313
O -0.67352 1.91743 -2.64217
O -2.77591 2.12102 -0.48888
O -3.60774 3.93280 -5.46998
H -1.32239 2.86606 -4.79842
H -4.80979 3.23905 -1.08351
C -3.06862 -5.36657 -2.79586
C -3.12883 -3.85759 -2.48508
C -1.76687 -3.42331 -1.71027
C -1.76794 -1.96716 -1.40488
N -1.81634 -0.76695 -1.13232
H -2.72333 -5.98437 -1.96688
H -2.25596 -5.59923 -3.48401
H -3.96156 -5.76443 -3.27800
H -3.99659 -3.59717 -1.87904
H -3.09132 -3.15673 -3.31904
H -0.85700 -3.71191 -2.23652
H -1.66758 -3.94025 -0.75580
C 3.48550 -3.59318 1.45883
C 2.73780 -2.93074 0.23693
C 2.74227 -1.37624 0.43921
C 1.83811 -0.51451 -0.38545
N 1.14713 -0.02178 -1.10630
H 3.53907 -4.65460 1.21671
H 3.11532 -3.48396 2.47821
H 4.45933 -3.12250 1.59381
H 1.71467 -3.30114 0.30111
H 3.14196 -3.27048 -0.71666
H 3.78699 -1.06536 0.44370
H 2.47799 -1.17720 1.47778
C 4.05416 2.96571 0.81801
C 3.41763 3.89484 1.93578
C 2.07050 3.34176 2.31709
C 1.17782 3.05578 1.17305
N 0.45389 2.78862 0.26526
H 4.26566 3.57732 -0.05909
H 3.40504 2.24988 0.31370
H 4.97389 2.46270 1.11664
H 3.31388 4.94585 1.66612
H 4.06508 3.85953 2.81194
H 1.60294 4.23103 2.73981
H 2.09370 2.56126 3.07761
*
```

The LUMO energy (spin up / spin down) comes out at 0.07223 / 0.07218 Eh. The relative energy (zero: lowest compared OMol25 entry of this formula, charge and spin) is 381.1 kJ/mol. The total energy is -2509.61841 Eh.



# 4
Here is a structure of composition C21H30N4O2 in a non-equilibrium geometry from the OMol25 dataset. Energies are from wB97M-V/def2-TZVPD.

Structure (ORCA input):
```
! wB97M-V def2-TZVPD RIJCOSX def2/J DEFGRID3
* xyz 0 1
C 4.04044 -4.17676 1.84069
C 4.12485 -4.00264 0.31870
C 3.48227 -2.73683 -0.38733
C 2.06252 -2.74147 -0.07224
N 1.50587 -1.66784 -0.75098
C 1.26970 -2.17179 -2.20869
H 1.61075 -1.45338 -2.76040
C -0.15113 -2.25213 -2.71202
N -0.94240 -1.22342 -2.15329
C -1.54904 -1.33896 -0.79643
N -2.13710 -0.53106 -0.34285
C -2.06254 0.74596 -0.87496
C -1.59753 1.09822 -1.89128
N -1.94682 2.28607 -2.43972
C -2.35981 3.02460 -1.32047
C -2.84851 4.14327 -1.08786
C -3.38549 4.65888 0.23249
C -3.58733 3.65731 1.17567
C -3.27887 2.51662 0.85026
C -2.73617 1.90387 -0.27669
H -3.27112 1.69962 1.70630
O -4.17295 4.07293 2.17017
C -4.40687 3.37189 3.23892
H -5.13450 2.45325 3.07686
H -4.65006 4.20215 3.88773
H -3.46215 3.05301 3.68460
H -3.61863 5.70247 0.41297
H -2.71486 5.02916 -2.09301
H -1.63893 2.58224 -3.19617
C -1.13042 -0.05895 -2.74654
O -0.58137 0.09969 -4.03801
H -1.33320 -2.29249 -0.41035
H -0.64646 -3.26059 -2.28135
H -0.30118 -2.29545 -3.62963
H 1.82802 -3.03322 -2.50671
C 1.59600 -0.43738 -0.76471
C 1.30062 0.13521 0.75197
C 0.88174 1.33160 0.95798
C 0.42276 1.89756 2.19199
H 1.01803 1.42832 2.95834
H -0.70012 1.43966 2.44289
H 0.24468 2.73684 2.26397
H 2.11011 1.89277 0.84841
H 0.49703 1.84196 0.22811
H 1.98599 -0.39273 1.48457
H 0.14503 -0.32870 1.04332
H 2.72799 -0.18486 -0.54410
H 1.12583 0.28228 -1.16296
H 1.88245 -2.52234 0.83582
H 1.67750 -3.91046 -0.42155
H 4.06381 -1.93400 0.07705
H 3.81316 -2.79509 -1.43662
H 3.66070 -4.80419 -0.18460
H 5.18565 -4.16572 0.11345
H 4.43698 -3.24944 2.35214
H 4.46689 -5.14287 2.16642
H 3.17818 -4.18267 2.17980
*
```

The LUMO energy comes out at 0.00658 Eh. The relative energy (zero: lowest compared OMol25 entry of this formula, charge and spin) is 2205.2 kJ/mol. The total energy is -1186.90123 Eh.